1.
The following is a DFT calculation (ωB97M-V with the def2-TZVPD basis set) of a molecular structure, C38H58I2N12O4P3S.

Properties
Net charge   +1
2S+1   1

The geometry in XYZ format:
```
118
Properties=species:S:1:pos:R:3:mulliken_charge:R:1
C -0.99441 0.99705 5.38991 -1.15
C -0.93370 0.23765 4.00421 -0.38
I 1.06045 -0.65788 3.74257 0.12
C -1.22295 1.29572 2.79686 -1.08
I 0.21584 1.04932 1.15815 0.31
C -2.68901 1.15450 2.31194 0.29
C -3.09682 -0.15420 1.73421 0.59
C -2.19385 -1.37609 1.51928 1.21
C -1.87013 -1.54064 -0.04566 0.26
C -1.87807 -3.03017 -0.53268 -1.12
N -0.86777 -3.08923 -1.63263 -0.08
C 0.48716 -3.31067 -1.08154 -0.67
C 1.51815 -2.34471 -1.77930 0.14
C 1.37364 -1.93960 -3.20940 -0.18
C 2.35322 -1.08345 -3.84979 -0.45
C 3.53755 -0.54370 -3.15452 -0.97
C 3.66149 -0.92123 -1.75150 -0.38
C 2.67655 -1.80055 -1.09494 0.98
O 2.93948 -2.11311 0.24812 -0.50
C -4.51521 -0.29108 1.31366 -0.90
P -5.14643 -1.92159 0.61895 0.84
C -6.67223 -2.46807 1.59591 -1.24
C -5.54235 -1.79385 -1.20428 -1.30
C -5.40354 0.85892 1.45517 0.22
N -6.75346 0.67699 0.98936 -0.20
N -5.01075 2.09442 2.00630 0.57
P -6.31325 3.25458 2.09790 0.71
O -7.39108 2.65395 2.92852 -0.64
O -5.98410 4.71840 2.71227 -0.44
O -6.98576 3.51092 0.60514 -0.54
C -3.67547 2.22899 2.39856 0.04
P -3.07861 3.86112 3.08012 0.11
S -3.63676 4.14265 4.93112 -0.31
H -2.09290 1.06067 5.63269 0.22
H -0.50263 0.37037 6.16724 0.52
H -0.56899 2.02783 5.31128 0.14
H -1.64457 -0.61817 3.99455 0.40
H -0.95704 2.28022 3.23423 0.11
H -2.74039 -2.29484 1.82863 -0.92
H -1.20451 -1.33558 2.02619 -0.08
H -0.82889 -1.15773 -0.22218 -0.24
H -2.53615 -0.89264 -0.67392 0.17
H -2.85746 -3.27002 -1.02368 0.26
H -1.56818 -3.78252 0.23721 0.30
H -1.03349 -3.90677 -2.22216 0.29
H 0.85205 -4.35471 -1.26445 0.46
H 0.48610 -3.14859 0.02755 0.26
H 0.46526 -2.34692 -3.75752 -0.03
H 2.21530 -0.82752 -4.92744 0.36
H 4.26910 0.09151 -3.69201 0.48
H 4.54739 -0.54832 -1.18989 0.28
H 3.91021 -2.07804 0.32085 0.16
H -6.85255 -3.56441 1.50152 0.37
H -6.60345 -2.15689 2.67309 0.38
H -7.57063 -1.93213 1.18261 0.36
H -4.70198 -1.34417 -1.78373 0.35
H -5.66889 -2.84915 -1.57618 0.38
H -6.51274 -1.27059 -1.42280 0.46
H -6.74389 0.23441 0.07281 0.25
H -7.30259 0.15768 1.67347 0.24
H -6.50837 5.38109 2.21352 0.35
H -7.85754 3.06779 0.62091 0.36
H -3.60796 4.86090 2.19545 0.17
H -1.67471 4.03955 3.04059 0.23
C -4.25326 -5.84961 3.07424 -1.04
C -4.03535 -4.39454 3.22395 0.44
N -3.86506 -3.26162 3.34059 -0.43
H -5.27067 -6.10361 3.37001 0.31
H -4.10018 -6.14138 2.03543 0.27
H -3.55221 -6.39517 3.70483 0.35
C 1.87798 3.00352 7.38876 -0.79
C 0.74884 2.33665 8.07714 0.44
N -0.12851 1.81727 8.62658 -0.46
H 1.49834 3.70285 6.64416 0.26
H 2.48255 3.54806 8.11320 0.36
H 2.50048 2.25959 6.89239 0.24
C 4.30828 3.42385 1.52232 -0.58
C 3.34546 3.64978 2.62218 0.37
N 2.59030 3.82116 3.47594 -0.41
H 5.26696 3.87660 1.76990 0.31
H 4.45127 2.35481 1.36852 0.02
H 3.93059 3.87006 0.60217 0.30
C 6.21201 -1.25167 2.08634 -0.72
C 6.43260 0.19956 2.27321 0.32
N 6.63904 1.33652 2.42050 -0.21
H 5.19381 -1.51280 2.37848 0.14
H 6.36040 -1.51312 1.03768 0.23
H 6.91481 -1.82517 2.69684 0.33
C -0.42951 -2.02168 -7.07898 -0.64
C -1.31904 -2.30603 -5.93070 0.39
N -2.01162 -2.52246 -5.03961 -0.40
H -0.32621 -0.94538 -7.21034 0.30
H 0.55485 -2.45496 -6.90062 0.27
H -0.84754 -2.45064 -7.98749 0.08
C 10.86811 1.50175 4.01241 -0.91
C 9.47824 1.38796 3.51283 0.30
N 8.39175 1.29888 3.12017 -0.23
H 11.53258 0.89114 3.40186 0.26
H 11.19368 2.54027 3.96403 0.27
H 10.91902 1.15997 5.04563 0.27
C 1.44709 2.69232 -3.46861 -0.45
C 2.43212 2.66563 -4.57128 0.32
N 3.20142 2.63918 -5.42729 -0.47
H 1.42257 1.72112 -2.97278 0.04
H 1.72462 3.45704 -2.74358 0.26
H 0.45654 2.91726 -3.86279 0.30
C 6.32840 4.16500 -5.78769 -0.47
C 6.80273 4.53987 -4.43712 0.29
N 7.16996 4.83152 -3.38533 -0.37
H 5.28813 3.84248 -5.73804 0.07
H 6.40455 5.02030 -6.45842 0.27
H 6.93512 3.35008 -6.18100 0.25
C -1.20220 -3.95632 -11.57569 -0.74
C -1.14003 -2.64525 -10.89209 0.38
N -1.09162 -1.62396 -10.36202 -0.41
H -2.02458 -3.96216 -12.29001 0.27
H -0.26862 -4.14160 -12.10558 0.26
H -1.35998 -4.74808 -10.84418 0.27
```



2.
The following is a DFT calculation (ωB97M-V with the def2-TZVPD basis set) of a molecular structure, C38H60Br6N2O22.

Properties
ΔE to the lowest compared entry with this formula, charge and spin   79.4 kcal/mol
2S+1   1

The geometry in XYZ format:
```
128
Properties=species:S:1:pos:R:3:mulliken_charge:R:1
C -1.49149 2.91099 1.29009 -0.40
C -1.81775 3.37025 2.58430 -0.74
C -3.05636 4.05211 2.80722 -0.50
C -3.99216 4.27989 1.69222 0.13
C -3.49244 3.84928 0.41541 -0.06
C -2.30779 3.20256 0.16913 -0.64
N -5.25500 4.95344 1.80586 0.95
O -5.54912 5.70989 0.95844 -0.56
O -6.06172 4.57487 2.63904 -0.56
H -0.57476 2.35722 1.15102 0.53
H -1.04923 3.31999 3.34143 0.53
H -3.31140 4.19643 3.84670 0.36
H -4.15944 3.86884 -0.43377 0.38
H -2.05387 3.02356 -0.86523 0.54
C -3.89802 -1.15245 -2.33385 0.05
C -4.05971 -0.49070 -3.55249 -0.99
C -4.06441 -1.31755 -4.72204 -0.41
C -4.04555 -2.75437 -4.56916 -0.30
C -4.05316 -3.35458 -3.36149 -0.05
C -4.00975 -2.50277 -2.21433 0.18
N -4.06191 -3.58728 -5.83546 1.04
O -3.92792 -4.80637 -5.72935 -0.56
O -4.28523 -3.14196 -6.97294 -0.61
H -3.80911 -0.52587 -1.45870 0.29
H -4.03201 0.57881 -3.70012 0.44
H -4.00431 -0.89543 -5.71432 0.56
H -4.00230 -4.41669 -3.17247 0.47
H -3.94977 -2.91841 -1.21932 -0.11
C 9.88612 4.27822 -1.86447 -1.11
C 8.65641 4.45646 -2.76319 -0.23
O 7.63666 3.51725 -2.30175 -0.31
C 6.53480 3.92982 -1.72216 0.80
O 6.11804 5.09137 -1.65806 -0.59
O 5.83584 2.84512 -1.29752 -0.34
C 4.68305 3.08540 -0.52642 -0.17
H 10.24107 3.24909 -1.91922 0.28
H 9.64700 4.44582 -0.81431 0.31
H 10.70719 4.95030 -2.11402 0.38
H 9.08536 4.36073 -3.76065 0.31
H 8.31576 5.49140 -2.79432 0.31
H 4.40542 4.13255 -0.40594 0.15
H 4.74916 2.71044 0.49492 0.37
H 3.83360 2.60574 -1.01267 -0.15
C -3.60775 -4.15501 1.56446 -0.94
C -2.52060 -3.70978 2.57538 0.20
O -1.29067 -3.90965 1.94672 -0.18
C -0.15423 -3.62173 2.52741 0.64
O 0.03137 -2.94366 3.50117 -0.63
O 0.86118 -4.14112 1.81839 -0.01
C 2.22204 -4.20179 2.36937 -0.79
H -3.52725 -3.42178 0.76195 -0.08
H -4.60751 -4.35152 1.95171 0.44
H -3.33815 -5.13728 1.17644 0.36
H -2.54250 -4.38711 3.42910 0.35
H -2.42186 -2.63158 2.70115 -0.27
H 2.13692 -4.18178 3.45585 0.43
H 2.77862 -3.33468 2.01381 0.25
H 2.68316 -5.14527 2.07728 0.23
C 2.09545 -1.60693 -0.47729 -1.26
C 1.33401 -0.24897 -0.46686 0.45
O 0.32424 -0.25644 0.57936 -0.23
C -0.90232 -0.39459 0.37241 0.70
O -1.36300 -0.34723 -0.73515 -0.60
O -1.53323 -0.38870 1.55874 0.18
C -2.90523 -0.25236 1.60768 -0.85
H 2.56878 -1.67689 0.50208 0.20
H 2.90121 -1.57665 -1.21074 0.45
H 1.45336 -2.47705 -0.61406 0.27
H 0.91945 -0.17766 -1.47243 0.05
H 1.97020 0.63021 -0.36476 0.05
H -3.17512 -0.54569 2.62218 -0.22
H -3.34572 -0.91914 0.86643 0.19
H -3.11300 0.78919 1.36255 0.59
C -0.86136 0.17356 4.87213 -0.47
C -2.12034 0.28613 5.64020 -0.34
O -2.48626 1.67591 5.72298 -0.22
C -3.63221 2.13754 6.27437 0.72
O -4.58688 1.50594 6.71128 -0.59
O -3.53537 3.48451 6.13521 -0.34
C -4.67292 4.29717 6.38668 -0.68
H -0.07936 0.50465 5.55548 0.51
H -1.03061 0.67826 3.92095 -0.16
H -0.85400 -0.90881 4.74364 0.16
H -1.96685 -0.11980 6.64008 0.39
H -2.94162 -0.18841 5.10315 0.19
H -4.43707 5.34335 6.19179 0.24
H -5.09644 4.28552 7.39097 0.34
H -5.46205 3.93410 5.72821 0.29
C 1.54101 3.05514 -4.98918 -1.17
C 2.34546 2.78201 -3.70908 0.13
O 2.49850 3.99332 -2.87323 -0.30
C 1.67248 4.22247 -1.77917 0.62
O 0.75752 3.51794 -1.43835 -0.34
O 2.04187 5.42381 -1.14107 -0.37
C 3.14985 6.25008 -1.50541 -0.66
H 1.73287 4.09287 -5.26198 0.29
H 0.49196 2.90311 -4.73527 0.22
H 1.67725 2.34451 -5.80438 0.38
H 3.31456 2.42113 -4.05362 0.34
H 1.94841 1.90920 -3.19075 -0.01
H 3.81968 5.84381 -2.26328 0.30
H 3.69860 6.49908 -0.59713 0.26
H 2.70564 7.19016 -1.83255 0.32
C 1.18543 -6.96601 -0.05428 -1.05
C 2.00000 -6.13320 -0.99546 0.40
O 3.27393 -6.81248 -1.21610 -0.35
C 4.38806 -6.23353 -0.99150 0.86
O 4.60220 -5.04857 -0.71676 -0.62
O 5.33046 -7.10754 -1.20483 -0.34
C 6.65758 -6.77512 -1.09909 -0.71
H 1.75215 -7.54724 0.67312 0.31
H 0.51016 -7.60651 -0.62163 0.40
H 0.54580 -6.25933 0.47446 0.12
H 2.12459 -5.17314 -0.49462 -0.20
H 1.49209 -6.01307 -1.95238 0.33
H 6.99619 -6.21538 -1.97095 0.30
H 7.28678 -7.66252 -1.03027 0.27
H 7.02042 -6.37610 -0.15186 0.30
C -0.11150 -1.82836 -4.26892 0.27
Br -0.80946 -3.68554 -4.82760 -0.03
Br -0.71839 -0.29853 -5.46982 -0.03
Br 1.89593 -1.78630 -4.36898 -0.09
H -0.53751 -1.56474 -3.30087 -0.12
C -7.66925 1.07693 2.34300 -0.38
Br -9.07895 -0.16139 2.96263 -0.06
Br -7.88145 1.61931 0.41102 -0.05
Br -5.94561 0.19144 2.77452 0.11
H -7.83358 2.01786 2.86815 0.39
```



Number 1: HOMO energy -9.936 eV, strongest force on any atom 0.1378 hartree/bohr, E_LUMO -4.23 eV. Number 2: HOMO energy -9.672 eV, strongest force on any atom 0.1095 hartree/bohr, E_LUMO -0.86 eV.